# C5H12O

C5H12O as an isolated structure (the ωB97M-V functional and the def2-TZVPD basis, the OMol25 dataset).

Computed properties:
orbital gap = 8.4820 eV
HOMO = -7.32 eV
LUMO = 1.16 eV
charge = 0
F_max = 0.206 eV Å⁻¹
relative energy (zero: lowest compared OMol25 entry of this formula, charge and spin) = 4.2834 eV
molecular weight = 88.150 u

Last column: Löwdin charge in e.
Positions of all 18 atoms, in Å:
H -0.718 0.563 -2.680  0.0872
H -0.732 -1.264 1.886  0.1158
C -0.313 0.739 2.606  -0.1154
H -0.792 0.611 3.582  0.0696
H 1.640 -0.115 -0.032  0.0984
H 0.308 -2.027 -2.209  0.1074
H 0.712 -0.016 -3.566  0.0774
C -0.305 -0.024 0.224  -0.2233
C 0.316 0.192 -2.568  -0.1149
H 0.762 0.570 2.720  0.0728
H 1.807 -0.549 -0.704  0.0832
H -0.458 1.780 2.297  0.0729
C -0.907 -0.227 1.579  -0.2330
O -0.275 -1.065 -0.570  -0.1092
C 0.357 -1.051 -1.737  -0.2771
H -1.999 -0.088 1.544  0.1114
H -0.311 0.962 -0.236  0.1098
H 0.907 1.009 -2.136  0.0669